# 1
A cluster of 2 separate species, C29H32N3O7S in total at a distorted geometry, computed with ωB97M-V/def2-TZVPD.

Geometry (Å):
C  6.127  1.750  -1.608
C  4.805  1.060  -1.255
C  3.637  1.938  -1.706
C  4.735  -0.303  -1.962
C  4.629  0.840  0.257
C  3.524  -0.042  0.750
O  2.386  -0.070  0.210
C  3.865  -0.796  1.988
C  3.192  -2.142  2.326
C  3.645  -2.782  3.643
C  3.481  -3.124  1.184
C  1.687  -1.913  2.428
C  4.772  -0.211  2.842
C  5.509  0.919  2.476
C  5.430  1.466  1.197
H  6.996  1.192  -1.234
H  6.236  1.833  -2.696
H  6.174  2.759  -1.182
H  2.703  1.405  -1.492
H  3.627  2.877  -1.136
H  3.724  2.145  -2.780
H  3.825  -0.829  -1.656
H  4.698  -0.182  -3.051
H  5.608  -0.916  -1.701
H  3.498  -2.138  4.518
H  3.057  -3.693  3.821
H  4.703  -3.068  3.618
H  3.288  -2.678  0.202
H  4.533  -3.435  1.213
H  2.836  -4.005  1.291
H  1.335  -1.438  1.504
H  1.131  -2.857  2.575
H  1.462  -1.241  3.266
H  4.911  -0.634  3.853
H  6.152  1.395  3.212
H  6.055  2.343  0.966
C  -7.866  -1.811  -2.454
C  -6.539  -1.103  -2.561
C  -6.499  0.249  -2.908
C  -5.284  0.935  -3.021
C  -4.091  0.268  -2.731
S  -2.489  1.097  -2.815
O  -1.485  0.294  -3.450
O  -2.744  2.477  -3.141
N  -1.804  1.111  -1.103
C  -2.542  1.768  -0.091
C  -3.814  2.343  -0.097
C  -4.488  2.393  1.137
N  -5.923  2.213  1.147
O  -6.482  1.990  2.252
O  -6.562  2.229  0.071
C  -3.806  2.193  2.380
C  -2.498  1.674  2.379
C  -1.935  1.373  1.147
C  -0.993  0.314  0.834
N  -1.061  -0.849  1.715
O  -1.186  -0.662  2.952
O  -0.973  -1.985  1.199
C  -0.805  0.326  -0.564
C  -4.112  -1.094  -2.402
C  -5.329  -1.771  -2.329
H  -7.734  -2.847  -2.123
H  -8.506  -1.288  -1.734
H  -8.380  -1.814  -3.424
H  -7.447  0.769  -3.082
H  -5.301  1.992  -3.272
H  -4.332  2.645  -1.005
H  -4.411  2.361  3.273
H  -1.939  1.477  3.296
H  -0.068  -0.250  -1.103
H  -3.182  -1.614  -2.171
H  -5.368  -2.834  -2.082

The value obtained for the HOMO-LUMO gap is 3.4786 eV. Its highest occupied orbital energy is -2.81 eV. As for the net charge: -1. The max |F| comes out at 0.0515 Eh/bohr. As for the LUMO energy: 0.67 eV.

# 2
A structure of composition C29H32N4O2SSbSr, computed with ωB97M-V/def2-TZVPD.

Geometry (Å):
Sr  -0.484  -0.761  -0.231
O  1.483  -0.539  1.068
N  2.118  0.574  1.095
N  1.543  1.532  0.493
O  0.373  1.418  -0.103
C  2.212  2.811  0.455
C  1.510  3.892  -0.047
C  2.132  5.133  -0.095
C  3.434  5.282  0.352
C  4.124  4.183  0.848
C  3.521  2.938  0.902
H  0.500  3.757  -0.402
H  1.591  5.983  -0.488
H  3.914  6.251  0.310
H  5.144  4.290  1.192
H  4.050  2.077  1.281
C  -2.805  2.795  1.114
N  -2.874  1.899  2.265
C  -3.298  2.525  3.518
C  -2.889  0.570  2.098
S  -3.211  -0.110  0.551
N  -2.666  -0.202  3.178
C  -1.762  0.221  4.248
C  -2.964  -1.630  3.172
H  -2.541  3.785  1.483
H  -3.761  2.844  0.592
H  -2.031  2.461  0.429
H  -4.058  3.269  3.283
H  -2.471  3.019  4.029
H  -3.741  1.784  4.178
H  -1.246  1.135  3.967
H  -1.015  -0.561  4.392
H  -2.287  0.375  5.191
H  -3.863  -1.827  2.597
H  -3.121  -1.943  4.203
H  -2.139  -2.211  2.747
C  0.953  -8.758  -0.631
C  1.557  -7.915  0.292
C  1.145  -6.595  0.396
C  0.139  -6.107  -0.435
C  -0.472  -6.956  -1.352
C  -0.063  -8.280  -1.446
Sb  -0.431  -4.077  -0.204
C  -1.748  -3.749  -1.848
C  -2.915  -3.017  -1.634
C  -3.772  -2.729  -2.693
C  -3.473  -3.190  -3.964
C  -2.319  -3.936  -4.185
C  -1.458  -4.210  -3.135
C  1.228  -3.080  -1.151
C  1.023  -2.273  -2.276
C  2.041  -1.463  -2.773
C  3.285  -1.474  -2.163
C  3.509  -2.296  -1.067
C  2.487  -3.082  -0.558
H  1.269  -9.789  -0.710
H  2.343  -8.287  0.936
H  1.611  -5.953  1.136
H  -1.267  -6.599  -1.994
H  -0.541  -8.938  -2.160
H  -3.170  -2.679  -0.634
H  -4.675  -2.158  -2.520
H  -4.142  -2.974  -4.787
H  -2.093  -4.300  -5.179
H  -0.552  -4.777  -3.316
H  0.076  -2.310  -2.815
H  1.868  -0.846  -3.647
H  4.084  -0.853  -2.549
H  4.482  -2.308  -0.594
H  2.677  -3.690  0.319

The value obtained for the HOMO-LUMO gap is 8.6911 eV. Its highest occupied orbital energy is -10.82 eV. As for the net charge: +1. The max |F| comes out at 0.0082 Eh/bohr. As for the LUMO energy: -2.13 eV.

# 3
An isolated molecule of C29H32N6O4 at a distorted geometry, computed with ωB97M-V/def2-TZVPD.

Geometry (Å):
C  -5.334  -1.485  0.612
H  -5.739  -2.363  0.116
H  -4.599  -1.809  1.345
C  -4.731  -0.512  -0.396
H  -4.426  0.396  0.129
H  -5.499  -0.229  -1.119
C  -3.520  -1.044  -1.177
N  -2.452  -1.326  -0.218
C  -1.239  -1.807  -0.533
O  -0.850  -2.046  -1.656
C  -0.376  -2.006  0.736
C  0.865  -2.831  0.534
C  1.732  -2.617  -0.530
C  2.889  -3.362  -0.651
C  3.205  -4.332  0.292
C  2.337  -4.556  1.357
C  1.183  -3.810  1.470
H  0.519  -3.990  2.303
H  2.587  -5.315  2.081
O  4.337  -5.078  0.215
H  4.850  -4.815  -0.559
H  3.557  -3.186  -1.484
H  1.497  -1.880  -1.279
N  -0.027  -0.693  1.301
C  -0.794  -0.172  2.270
O  -1.847  -0.681  2.625
C  -0.275  1.105  2.945
N  -0.103  2.191  2.029
C  -1.015  2.707  1.160
C  -2.354  2.446  0.899
C  -2.942  3.208  -0.085
C  -2.231  4.194  -0.786
C  -0.908  4.464  -0.526
C  -0.289  3.708  0.469
N  0.978  3.714  0.976
N  1.064  2.828  1.878
H  -0.364  5.228  -1.056
H  -2.749  4.757  -1.548
H  -3.984  3.052  -0.326
H  -2.895  1.691  1.447
H  -1.002  1.374  3.719
H  0.697  0.917  3.408
C  1.087  -0.012  0.733
C  0.910  0.718  -0.436
C  1.974  1.402  -0.983
C  3.232  1.352  -0.381
C  3.411  0.587  0.769
C  2.341  -0.089  1.320
H  2.477  -0.681  2.212
H  4.384  0.532  1.225
N  4.260  2.088  -0.963
C  5.595  2.092  -0.659
O  6.110  1.379  0.168
C  6.366  3.091  -1.496
H  7.419  3.033  -1.240
H  6.243  2.876  -2.556
H  6.005  4.098  -1.297
H  3.961  2.713  -1.700
H  1.828  1.988  -1.878
H  -0.063  0.757  -0.905
H  -1.010  -2.491  1.489
H  -2.658  -1.161  0.758
C  -3.039  0.034  -2.158
H  -2.784  0.949  -1.625
H  -2.160  -0.323  -2.687
H  -3.817  0.256  -2.883
C  -3.862  -2.322  -1.948
H  -3.010  -2.621  -2.552
H  -4.715  -2.149  -2.599
H  -4.095  -3.133  -1.263
H  -6.147  -0.997  1.146

The value obtained for the HOMO-LUMO gap is 8.8873 eV. Its highest occupied orbital energy is -8.45 eV. As for the net charge: 0. The max |F| comes out at 0.0253 Eh/bohr. As for the LUMO energy: 0.44 eV.